DFT (the ωB97M-V functional and the def2-TZVPD basis) results for a molecular structure, C30H68As2F12N6O6.

Output
* net charge: +4
* total energy: -207686.723 eV
* lowest unoccupied orbital energy: -11.83 eV

Geometry (Å):
C 10.98 13.49 7.76
C 9.66 14.13 7.92
O 8.66 13.68 7.28
N 9.66 15.48 8.63
H 10.50 15.98 8.36
H 8.93 16.09 8.31
C 9.61 15.16 10.13
H 11.27 13.97 6.83
H 10.93 12.41 7.58
H 11.68 13.77 8.54
H 9.98 15.99 10.73
H 10.28 14.36 10.44
H 8.59 15.01 10.48
C 14.37 17.39 13.93
C 15.72 17.67 13.30
O 16.33 18.75 13.48
N 16.47 16.43 12.85
H 17.10 16.03 13.53
H 15.86 15.70 12.49
C 17.40 16.85 11.62
H 13.73 16.94 13.17
H 13.83 18.24 14.34
H 14.46 16.72 14.78
H 17.73 15.92 11.16
H 18.21 17.47 11.99
H 16.77 17.31 10.86
C 14.68 17.51 19.36
C 14.15 16.81 18.11
O 13.44 17.37 17.29
N 14.48 15.32 18.02
H 15.22 15.29 17.34
H 14.81 14.87 18.86
C 13.26 14.52 17.49
H 15.77 17.48 19.27
H 14.23 17.11 20.27
H 14.39 18.54 19.19
H 12.75 15.05 16.68
H 12.55 14.37 18.30
H 13.60 13.57 17.09
C 16.77 11.57 17.79
C 16.91 10.47 16.76
O 18.05 10.08 16.51
N 15.62 10.10 15.95
H 15.71 9.16 15.59
H 14.79 10.14 16.52
C 15.50 11.04 14.78
H 17.54 12.34 17.79
H 16.79 11.10 18.77
H 15.77 11.99 17.66
H 15.70 12.05 15.14
H 14.51 10.91 14.36
H 16.19 10.70 14.01
C 15.23 11.92 9.23
C 15.34 10.43 8.90
C 16.86 10.06 9.14
C 17.08 8.54 9.37
C 16.34 8.08 10.61
C 14.83 8.25 10.35
N 14.52 9.70 9.97
O 13.34 10.21 10.46
C 14.15 7.89 11.70
C 14.31 7.26 9.30
C 14.77 10.02 7.47
H 15.40 12.19 10.27
H 14.25 12.27 8.89
H 16.01 12.44 8.68
H 17.17 10.50 10.09
H 17.57 10.53 8.46
H 18.13 8.37 9.61
H 16.95 7.88 8.51
H 16.76 8.58 11.47
H 16.54 7.02 10.75
H 14.53 8.51 12.51
H 14.23 6.85 12.04
H 13.07 7.98 11.65
H 13.27 7.52 9.11
H 14.34 6.25 9.71
H 14.84 7.25 8.34
H 15.28 9.15 7.06
H 14.91 10.83 6.76
H 13.74 9.67 7.51
C 8.33 9.35 15.49
C 9.21 10.41 14.75
C 10.60 9.85 14.37
C 10.54 8.90 13.11
C 10.01 9.64 11.93
C 8.63 10.28 12.12
N 8.44 10.89 13.51
O 7.25 11.35 13.74
C 7.57 9.21 11.83
C 8.45 11.45 11.07
C 9.49 11.73 15.60
H 8.01 8.68 14.69
H 7.42 9.69 15.98
H 8.99 8.84 16.19
H 11.18 9.33 15.14
H 11.26 10.66 14.04
H 9.95 7.99 13.26
H 11.55 8.53 12.94
H 10.08 8.93 11.10
H 10.80 10.35 11.68
H 6.55 9.57 11.93
H 7.64 8.24 12.33
H 7.65 9.00 10.76
H 7.46 11.89 11.01
H 8.83 11.19 10.08
H 9.11 12.27 11.38
H 10.28 12.43 15.33
H 9.85 11.39 16.57
H 8.55 12.27 15.65
As 12.71 13.64 12.20
F 12.95 14.48 13.78
F 11.07 13.22 12.68
F 12.52 12.87 10.58
F 14.35 14.16 11.72
F 13.24 12.05 12.75
F 12.13 15.22 11.57
As 18.33 12.55 12.38
F 19.46 11.31 12.05
F 19.64 13.75 12.52
F 17.07 13.82 12.63
F 16.95 11.46 12.13
F 18.42 12.25 14.18
F 18.18 12.95 10.59

Here are the Mulliken charges for atoms 1 to 4, given in e: -0.436 0.226 -0.465 -0.003